No. 1
{"formula": "C16H24BN9PtS2", "method": "the ωB97M-V functional and the def2-TZVPD basis", "symbols": ["Pt", "C", "N", "C", "C", "N", "B", "N", "C", "C", "N", "C", "C", "S", "C", "S", "H", "H", "H", "H", "H", "H", "H", "H", "H", "H", "H", "H", "N", "C", "C", "C", "N", "C", "N", "C", "C", "C", "C", "N", "N", "H", "H", "H", "H", "H", "H", "H", "H", "H", "H", "H", "H"], "xyz": [[0.2143, -0.2494, 0.8113], [-0.0987, 0.9258, 4.3604], [-0.6743, 1.8216, 3.3704], [-1.9037, 2.4209, 3.4662], [-2.0722, 3.1345, 2.3286], [-0.9586, 2.9766, 1.5392], [-0.9292, 3.7435, 0.1476], [0.2903, 3.3130, -0.7107], [1.3910, 4.0998, -0.9382], [2.2644, 3.3986, -1.6971], [1.6843, 2.1725, -1.9294], [2.2955, 1.0732, -2.6535], [0.4853, 2.1352, -1.3127], [-0.5720, 0.7666, -1.2697], [-0.1120, 2.1615, 2.1814], [1.4593, 1.5634, 1.6790], [-0.8151, 0.8172, 5.1696], [0.8425, 1.3276, 4.7289], [0.0834, -0.0519, 3.9149], [-2.5449, 2.2650, 4.3153], [-2.9031, 3.7327, 2.0004], [-0.8076, 4.9207, 0.3786], [-1.9546, 3.4766, -0.4167], [1.4510, 5.0968, -0.5423], [3.2275, 3.6582, -2.0976], [3.1882, 1.4467, -3.1484], [1.6017, 0.6902, -3.3992], [2.5609, 0.2700, -1.9679], [-1.4776, -1.5357, 1.2628], [-2.4089, -1.1405, 1.8541], [-3.4997, -0.6971, 2.5578], [-3.3622, -0.5056, 3.9546], [-3.1981, -0.3515, 5.0867], [-4.6896, -0.3253, 1.8771], [-5.6547, -0.0234, 1.3255], [-0.4357, -3.6289, -2.2183], [1.0505, -3.2544, -2.2444], [1.4611, -2.9021, -3.6704], [1.9068, -4.3991, -1.7160], [1.3345, -2.0338, -1.4601], [0.9631, -2.1200, -0.0846], [-0.6237, -4.4662, -2.8914], [-1.0511, -2.7869, -2.5415], [-0.7790, -3.9463, -1.2303], [1.2999, -3.7526, -4.3329], [2.5147, -2.6238, -3.7072], [0.8656, -2.0671, -4.0486], [1.7767, -5.2843, -2.3388], [1.6258, -4.6770, -0.6978], [2.9617, -4.1209, -1.7231], [0.7792, -1.2668, -1.8356], [1.7639, -2.4382, 0.4484], [0.1834, -2.7596, 0.0660]], "forces_ev_per_a": [[-0.09, 0.23, 0.03], [-0.01, 0.01, -0.02], [-0.04, -0.01, 0.01], [0.02, 0.02, 0.01], [-0.01, -0.02, -0.03], [-0.05, 0.01, 0.00], [0.00, 0.00, 0.02], [0.01, 0.00, 0.00], [-0.02, 0.00, 0.00], [-0.01, 0.00, 0.00], [-0.02, 0.01, 0.01], [-0.02, 0.01, 0.01], [0.01, -0.04, -0.02], [-0.01, 0.00, 0.03], [0.08, -0.03, 0.02], [0.02, -0.03, -0.03], [0.01, 0.00, 0.00], [0.00, 0.00, 0.00], [0.01, 0.00, 0.01], [0.01, 0.00, 0.00], [0.00, 0.00, 0.00], [0.02, -0.01, 0.01], [0.01, 0.00, 0.00], [0.00, 0.00, 0.00], [0.00, 0.00, 0.00], [0.00, -0.01, 0.00], [0.01, 0.00, 0.00], [0.01, -0.02, 0.00], [0.00, -0.08, -0.02], [-0.09, -0.05, -0.08], [0.00, 0.11, 0.02], [0.02, -0.12, 0.01], [0.00, 0.07, -0.01], [0.02, -0.01, 0.01], [0.00, 0.00, 0.00], [0.00, -0.03, 0.01], [-0.01, 0.00, 0.00], [-0.01, 0.00, -0.01], [0.01, 0.00, 0.00], [0.01, 0.04, -0.04], [0.07, 0.01, 0.04], [0.00, 0.00, -0.01], [-0.01, 0.00, 0.00], [0.01, 0.03, 0.01], [0.00, 0.00, 0.00], [0.00, 0.00, 0.01], [0.00, 0.00, 0.00], [0.00, 0.00, 0.00], [0.00, 0.00, 0.00], [0.00, 0.00, 0.00], [0.02, -0.01, 0.00], [-0.01, -0.09, -0.04], [0.01, 0.02, 0.06]], "energy_ha": -2057.44449, "e_homo_ha": [-0.284, -0.298], "gap_ev": [7.73, 6.48], "spin_multiplicity": 3}



No. 2
{"formula": "C2H4N2O", "method": "the ωB97M-V functional and the def2-TZVPD basis", "symbols": ["N", "C", "C", "N", "O", "H", "H", "H", "H"], "xyz": [[1.4492, -1.1537, 1.0377], [0.5138, -0.3307, 0.8682], [-0.7554, -0.4884, 0.2800], [-0.4520, 0.7149, -0.9955], [-1.8986, -0.6883, 0.5412], [2.2290, -0.7556, 1.5649], [-0.0682, 0.2967, -1.8361], [-1.2993, 1.2359, -1.1908], [0.2816, 1.1693, -0.2695]], "forces_ev_per_a": [[0.27, -0.30, -0.33], [0.25, -0.32, 1.09], [-0.60, 0.06, 0.05], [1.11, 0.65, 1.35], [0.61, 0.13, -0.27], [-0.21, 0.14, 0.03], [0.14, 0.14, 0.13], [0.19, 0.20, 0.13], [-1.75, -0.69, -2.18]], "energy_ha": -263.23691, "e_homo_ha": -0.278, "smiles": "N=C=C([NH3+])[O-]", "gap_ev": 7.82}



No. 3
{"formula": "C5H10O", "method": "the ωB97M-V functional and the def2-TZVPD basis", "symbols": ["C", "C", "O", "C", "C", "C", "H", "H", "H", "H", "H", "H", "H", "H", "H", "H"], "xyz": [[1.7435, 0.5310, -0.5011], [0.4477, -0.0558, -0.0115], [0.9206, -1.3657, 0.8165], [-0.7781, -0.3187, -0.9127], [-1.7174, 0.2908, 0.1672], [-0.4686, 0.5096, 1.0545], [1.6277, 1.4714, -1.0560], [2.2315, -0.2002, -1.1500], [2.3918, 0.7200, 0.3599], [0.4554, -2.1990, 0.6168], [-0.7883, 0.2379, -1.8583], [-0.9018, -1.3784, -1.1420], [-2.4610, -0.3892, 0.5953], [-2.2554, 1.1788, -0.1900], [-0.1661, -0.4572, 1.5858], [-0.2816, 1.4247, 1.6256]], "forces_ev_per_a": [[0.01, -0.10, 0.00], [0.69, -1.51, 0.33], [0.65, 0.29, -1.90], [0.14, -0.28, -0.10], [-0.01, -0.09, 0.04], [0.14, -0.69, 0.78], [-0.24, -0.22, 0.17], [0.06, 0.15, 0.02], [-0.03, -0.04, -0.15], [0.08, 0.72, -0.46], [0.22, -0.10, 0.24], [-0.17, 0.06, -0.05], [0.12, 0.09, -0.11], [0.33, -0.12, 0.18], [-2.00, 2.02, 1.36], [0.01, -0.16, -0.34]], "energy_ha": -271.66174, "e_homo_ha": -0.353, "smiles": "CC1(O)CCC1", "gap_ev": 10.58}



The records above give, respectively, energy relative to the best compared isomer or geometry (same formula, charge and spin) values of 4.9, 331.8, 238.6 kJ/mol.